[1]
# C3H15NO3

4 unconnected molecules or ions with the total composition C3H15NO3 at a distorted geometry (ωB97M-V/def2-TZVPD, the OMol25 dataset).

Output
Spin multiplicity: 2
Relative energy (zero: lowest compared OMol25 entry of this formula, charge and spin) in kcal per mole: 22.4
Total charge: -1
Expectation value of S²: 0.7507

Each line ends with the natural charge from an NBO analysis.
Atoms and positions in Å:
C 1.25459 -1.36775 -1.84677  -0.6687
C 1.17534 0.14568 -1.53806  -0.2593
N 0.27776 0.50274 -0.46540  -0.6987
C -1.07375 0.92928 -0.82998  -0.6605
H 0.25508 -1.76409 -1.97778  0.2155
H 1.95620 -1.42112 -2.68581  0.1948
H 1.79708 -1.83825 -1.02542  0.2004
H 2.16774 0.58109 -1.38257  0.1712
H 0.92740 0.72641 -2.43823  0.1802
H 0.16948 -0.22606 0.22948  0.3664
H -1.07080 2.03392 -0.87766  0.1747
H -1.86189 0.78646 -0.09850  0.1530
H -1.40467 0.56524 -1.80423  0.1666
H -0.59459 -0.66331 2.78614  0.4299
H 0.91667 -0.92012 2.95252  0.4431
O 0.04961 -1.17170 3.31699  -1.0317
H -2.94832 -0.58383 0.50976  0.4330
H -2.94187 -0.81121 2.05731  0.3815
O -3.08856 -1.23311 1.19992  -1.0850
H 2.07199 1.96836 1.65540  0.4403
H 0.83491 1.75792 0.67230  0.4906
O 1.13059 2.00348 1.59058  -1.0374

***

[2]
# C23H51NO9S3Si

4 unconnected molecules or ions with the total composition C23H51NO9S3Si at a distorted geometry (ωB97M-V/def2-TZVPD, the OMol25 dataset).

Output
SMILES string: CCCCC[Si@@H](C)CCCCn1cccc1.CCOS(C)(=O)=O.CCOS(C)(=O)=O.CCOS(C)(=O)=O
DFT total energy in hartree: -3122.8881
Spin multiplicity: 1

Each line ends with the Löwdin charge.
Atoms and positions in Å:
C 2.25726 -1.94624 -1.54710  -0.0972
C 3.28795 -1.39536 -0.54988  -0.2394
C 3.76658 0.03262 -0.91972  -0.2205
C 3.20032 1.12894 -0.03288  -0.2653
C 1.64071 1.13092 0.08623  -0.2633
Si 0.97935 2.63345 -0.83066  0.6273
C 1.33280 2.45522 -2.67314  -0.1993
C -0.84410 2.99690 -0.48904  -0.2862
C -1.86596 2.14953 -1.25855  -0.2654
C -2.27434 0.85405 -0.53254  -0.1662
C -2.86492 -0.16871 -1.52469  -0.1231
N -2.14785 -1.43439 -1.55494  -0.1155
C -1.44995 -1.91313 -2.60824  -0.1089
C -0.96189 -3.12501 -2.27995  -0.1192
C -1.36656 -3.38951 -0.95856  -0.1094
C -2.09823 -2.33493 -0.54285  -0.1188
H 2.41295 -1.52425 -2.53516  0.0706
H 1.25132 -1.73388 -1.21352  0.0425
H 2.37829 -3.02104 -1.64070  0.0687
H 4.16424 -2.03554 -0.52803  0.0939
H 2.88063 -1.35019 0.45924  0.0951
H 4.85275 0.03810 -0.82944  0.1017
H 3.57146 0.24438 -1.96790  0.0902
H 3.62926 1.03014 0.96113  0.0869
H 3.49117 2.10352 -0.42194  0.0751
H 1.18327 0.18675 -0.19467  0.0543
H 1.41516 1.28686 1.14161  0.0590
H 1.74950 3.80162 -0.34280  0.0102
H 1.09254 3.38856 -3.17892  0.0318
H 2.38436 2.20795 -2.79834  0.0186
H 0.76605 1.65735 -3.15298  0.0156
H -1.00618 2.89034 0.58200  0.0732
H -1.00498 4.03766 -0.76533  0.0653
H -1.54619 1.92539 -2.27372  0.0881
H -2.77628 2.74265 -1.34940  0.1052
H -3.04157 1.09157 0.19635  0.1075
H -1.38938 0.44586 -0.05316  0.1012
H -3.89999 -0.36312 -1.25596  0.1202
H -2.82883 0.22359 -2.53317  0.1146
H -1.29893 -1.41554 -3.54894  0.1028
H -0.35064 -3.76058 -2.88896  0.0959
H -1.13896 -4.25740 -0.36888  0.0922
H -2.56854 -2.24317 0.41667  0.1136
O 2.51052 2.68049 3.84454  -0.2730
S 2.27833 1.47540 4.57827  0.5545
O 0.96225 0.92667 4.68107  -0.2817
O 2.89898 1.62590 6.03268  -0.2610
C 2.51587 2.77707 6.81282  -0.2497
C 1.14133 2.61999 7.43228  -0.0716
C 3.36793 0.22022 4.00067  -0.1151
H 2.57717 3.67677 6.19879  0.1145
H 3.27007 2.86234 7.59262  0.1216
H 0.36188 2.62147 6.67108  0.0712
H 0.94594 3.44100 8.12226  0.0816
H 1.06974 1.67662 7.97341  0.0853
H 4.37700 0.62141 3.96339  0.0792
H 3.03404 -0.06368 3.00411  0.0561
H 3.30974 -0.63121 4.67366  0.0781
O -2.35425 -3.69377 5.21925  -0.2745
S -3.16773 -2.53445 5.02006  0.5653
O -3.91368 -1.97948 6.10514  -0.2743
O -4.15473 -2.81053 3.80029  -0.2702
C -4.95047 -4.01085 3.83938  -0.2551
C -6.14841 -3.87693 4.75880  -0.0738
C -2.22077 -1.26595 4.25640  -0.1182
H -4.32540 -4.86015 4.11926  0.1141
H -5.28149 -4.17320 2.81521  0.1204
H -5.84038 -3.80205 5.80099  0.0717
H -6.79818 -4.74645 4.65605  0.0802
H -6.71684 -2.97822 4.51955  0.0838
H -1.69727 -1.68486 3.40116  0.0719
H -1.50753 -0.89823 4.99138  0.0722
H -2.88918 -0.46513 3.95150  0.0765
O -0.35149 0.10044 -5.41663  -0.2879
S -0.11776 0.13075 -6.82874  0.5622
O 0.48098 -0.98653 -7.48490  -0.2655
O 0.70089 1.44584 -7.17677  -0.2597
C 1.91382 1.70001 -6.43566  -0.2458
C 3.07549 0.86142 -6.93005  -0.0681
C -1.60407 0.56302 -7.66505  -0.1196
H 1.73532 1.54758 -5.37029  0.0890
H 2.12584 2.75738 -6.58183  0.1240
H 2.92175 -0.19506 -6.71251  0.0729
H 3.99858 1.17927 -6.44477  0.0818
H 3.18908 0.96073 -8.00953  0.0849
H -2.03104 1.44249 -7.19102  0.0748
H -2.28168 -0.28340 -7.57729  0.0779
H -1.37381 0.75396 -8.70966  0.0760

***

[3]
# C27H32N3

2 unconnected molecules or ions with the total composition C27H32N3 at a distorted geometry (ωB97M-V/def2-TZVPD, the OMol25 dataset).

Output
Spin multiplicity: 1
Relative energy (zero: lowest compared OMol25 entry of this formula, charge and spin) in kcal per mole: 0.0
Total charge: +1

Each line ends with the natural charge from an NBO analysis.
Atoms and positions in Å:
C 2.52502 -0.79374 1.34171  -0.6712
C 1.03162 -0.69511 1.42586  0.3080
N 0.32833 0.36309 1.46530  -0.4324
C -1.19663 -0.02274 1.44992  -0.2409
C -1.22974 -1.54293 1.25086  -0.4326
C 0.22420 -2.03109 1.48206  -0.4760
H 2.83674 -1.83797 1.29728  0.2236
H 2.90488 -0.28189 0.44786  0.2417
H 2.99664 -0.32463 2.21356  0.2348
H -1.66595 0.26746 2.40520  0.1765
H -1.71616 0.51297 0.64165  0.1960
H -1.93344 -2.00113 1.94921  0.2172
H -1.52978 -1.75214 0.21620  0.2130
H 0.56050 -2.76476 0.74182  0.2251
H 0.31899 -2.48122 2.48259  0.2209
C -4.14432 5.15214 0.69186  -0.4142
N -2.96329 5.05997 1.52741  -0.2891
C -2.59480 3.93758 2.19269  0.1522
C -1.44156 4.20319 2.97595  -0.2069
C -0.83944 3.32913 3.87652  0.0878
C 0.41145 3.52868 4.54148  -0.1861
C 1.55796 4.08492 3.91124  -0.1165
C 2.73293 4.32640 4.60479  -0.0968
C 2.80511 4.03007 5.99730  0.3349
N 3.93005 4.32235 6.71020  -0.3962
C 5.14522 4.77009 6.06918  -0.2056
C 4.84740 5.65637 4.87913  -0.4021
C 3.90355 4.94717 3.91295  -0.4258
C 4.10228 3.86458 8.07002  -0.2065
C 2.80202 3.93073 8.84216  -0.4024
C 1.70555 3.16458 8.11026  -0.4234
C 1.67460 3.44861 6.64241  -0.1009
C 0.54308 3.15740 5.90635  -0.1029
C -1.11849 5.61694 2.73657  0.0030
C -0.23289 6.52261 3.30112  -0.2125
C -0.24651 7.86005 2.87513  -0.1925
C -1.19089 8.31319 1.94391  -0.1900
C -2.14419 7.42888 1.41551  -0.2281
C -2.07606 6.10207 1.81603  0.1177
H -4.21402 6.16658 0.29708  0.2304
H -4.07971 4.43290 -0.13476  0.2285
H -5.04885 4.91957 1.27131  0.2275
H -3.15562 3.01674 2.09767  0.2333
H -1.42351 2.45406 4.16808  0.2183
H 1.51418 4.34738 2.85151  0.2313
H 5.73718 5.30333 6.82157  0.2152
H 5.73408 3.89808 5.73952  0.1912
H 4.38687 6.58844 5.22461  0.2087
H 5.78572 5.90661 4.38046  0.2302
H 4.46565 4.17255 3.36754  0.2233
H 3.54859 5.66466 3.16400  0.2275
H 4.47594 2.82711 8.06922  0.1914
H 4.86853 4.49360 8.53514  0.2157
H 2.95647 3.51188 9.83833  0.2301
H 2.49684 4.97689 8.95352  0.2103
H 1.84770 2.08515 8.27195  0.2218
H 0.73476 3.42359 8.54849  0.2292
H -0.30924 2.69496 6.41037  0.2180
H 0.45230 6.18842 4.07342  0.2319
H 0.48670 8.55430 3.28390  0.2265
H -1.18181 9.35798 1.63846  0.2327
H -2.91454 7.74663 0.71920  0.2261

***

> What is the spin multiplicity in the first record?

2

***

> Which formula does entry 2 have?

C23H51NO9S3Si